No. 1
The following is a DFT calculation (ωB97M-V with the def2-TZVPD basis set) of a structure of composition C27H30ClN4O2S3W.

Last column: Mulliken charge in e.
Element x y z (Å)
W  0.176  0.095  -0.367  1.06
Cl  -7.045  1.314  0.872  -0.13
C  -5.341  1.200  0.789  -0.15
C  -4.570  1.492  1.927  -0.79
C  -3.192  1.417  1.896  -0.68
C  -2.553  1.038  0.720  0.17
O  -1.218  1.030  0.654  -0.52
C  -3.313  0.728  -0.420  0.63
C  -2.685  0.323  -1.616  0.07
N  -1.418  0.022  -1.782  0.40
C  -1.027  -0.418  -3.089  -0.13
C  -1.812  -1.034  -4.029  -0.49
C  -1.281  -1.307  -5.307  -1.02
C  0.003  -0.961  -5.630  -0.92
C  0.840  -0.361  -4.658  0.69
C  2.178  0.027  -4.878  -0.58
C  2.898  0.594  -3.853  -1.14
C  2.308  0.739  -2.598  0.03
N  1.049  0.381  -2.353  0.29
C  0.309  -0.131  -3.381  0.77
C  -4.719  0.831  -0.379  -1.14
H  -5.077  1.790  2.835  0.49
H  -2.609  1.675  2.772  0.55
H  -3.322  0.240  -2.492  0.66
H  -2.832  -1.326  -3.816  0.65
H  -1.912  -1.789  -6.040  0.45
H  0.393  -1.151  -6.621  0.48
H  2.630  -0.124  -5.851  0.52
H  3.923  0.905  -3.990  0.47
H  2.876  1.125  -1.763  0.60
H  -5.308  0.608  -1.260  0.52
C  2.313  -4.122  0.380  -1.64
C  1.314  -3.014  0.244  0.70
S  1.684  -1.698  -0.743  -0.34
C  0.039  -3.075  0.790  0.93
C  -0.430  -4.249  1.590  -1.64
S  -1.071  -1.843  0.436  -0.22
H  3.182  -3.956  -0.252  0.50
H  1.867  -5.081  0.116  0.42
H  2.657  -4.192  1.415  0.39
H  0.377  -4.656  2.196  0.42
H  -0.763  -5.041  0.912  0.39
H  -1.269  -3.991  2.232  0.48
C  0.535  3.269  1.949  -0.50
S  1.612  3.123  0.538  0.35
C  0.967  4.429  -0.487  -0.98
O  1.203  1.846  -0.268  -0.88
H  0.789  4.228  2.407  0.66
H  0.774  2.467  2.645  0.01
H  -0.507  3.247  1.641  0.10
H  1.187  5.369  0.022  0.47
H  -0.105  4.297  -0.622  0.32
H  1.500  4.398  -1.435  0.41
C  0.168  -0.244  5.241  -1.39
C  0.846  -0.134  3.921  0.44
C  2.183  -0.008  3.585  -1.09
C  2.247  0.037  2.194  0.25
N  0.995  -0.039  1.685  0.83
N  0.172  -0.133  2.762  0.43
C  3.495  0.179  1.390  -1.22
H  0.885  -0.541  6.002  0.40
H  -0.634  -0.981  5.217  0.37
H  -0.257  0.716  5.540  0.30
H  3.017  0.030  4.265  0.62
H  -0.818  -0.260  2.625  0.10
H  4.353  0.132  2.057  0.49
H  3.543  1.134  0.866  0.10
H  3.604  -0.615  0.652  0.21

Summary:
Total charge: +3
Electronic energy (eV): -85372.71405
M (g mol⁻¹): 758.06
HOMO-LUMO gap (alpha / beta) (eV): 6.25 / 5.99
HOMO (alpha / beta) (eV): -16.50 / -16.49
Largest force on an atom (eV/A): 0.19

---

No. 2
The following is a DFT calculation (ωB97M-V with the def2-TZVPD basis set) of a cluster of 5 separate species, C27H30F32O9S in total.

Last column: Mulliken charge in e.
Element x y z (Å)
O  -0.040  3.788  4.852  -0.61
S  -1.285  3.853  4.135  1.22
O  -2.534  3.853  4.815  -0.68
C  -1.299  2.611  2.863  -0.88
C  -0.481  2.853  1.568  0.63
C  0.854  2.082  1.452  -1.33
C  2.109  2.532  2.218  -0.34
C  2.304  1.824  3.570  -0.50
O  2.913  2.613  4.564  -0.53
C  -0.429  4.362  1.215  -0.10
O  0.554  4.648  0.241  -0.49
C  -0.161  5.311  2.382  -0.75
O  -1.268  5.188  3.292  -0.40
H  -2.356  2.480  2.646  0.29
H  -0.954  1.714  3.375  0.37
H  -1.099  2.422  0.775  0.45
H  1.084  2.044  0.387  0.50
H  0.649  1.045  1.742  0.42
H  2.151  3.613  2.344  0.33
H  2.973  2.293  1.594  0.36
H  1.359  1.421  3.947  0.16
H  2.980  0.985  3.420  0.21
H  2.256  3.242  4.868  0.36
H  -1.424  4.642  0.852  0.44
H  0.229  4.383  -0.617  0.21
H  0.765  5.116  2.916  0.35
H  -0.161  6.339  2.035  0.34
F  8.984  -1.011  4.143  -0.22
C  9.230  0.046  4.944  0.07
F  10.042  -0.362  5.942  -0.26
C  7.920  0.571  5.546  0.88
F  7.379  -0.365  6.343  -0.27
F  8.299  1.633  6.325  -0.33
C  6.877  1.129  4.573  -0.76
O  5.848  0.227  4.221  -0.31
C  5.894  -0.541  3.105  0.78
F  7.019  -0.376  2.396  -0.30
F  4.863  -0.162  2.302  -0.31
C  5.662  -2.023  3.442  0.23
F  6.633  -2.466  4.261  -0.23
F  5.704  -2.744  2.300  -0.27
H  9.734  0.827  4.371  0.29
H  6.376  1.928  5.118  0.41
H  7.363  1.559  3.696  0.34
H  4.688  -2.148  3.918  0.26
F  1.253  4.730  -2.794  -0.30
C  0.878  6.026  -2.708  0.17
F  -0.406  6.050  -2.280  -0.29
C  0.954  6.697  -4.084  0.91
F  0.078  6.120  -4.922  -0.27
F  0.550  7.985  -3.857  -0.33
C  2.338  6.810  -4.734  -0.76
O  2.632  5.817  -5.696  -0.38
C  3.306  4.679  -5.378  0.81
F  3.627  4.620  -4.076  -0.28
F  4.468  4.667  -6.075  -0.31
C  2.524  3.427  -5.811  0.18
F  1.333  3.389  -5.183  -0.21
F  3.227  2.331  -5.458  -0.25
H  1.507  6.538  -1.978  0.28
H  2.308  7.746  -5.290  0.42
H  3.112  6.886  -3.970  0.35
H  2.372  3.436  -6.891  0.25
F  -5.047  -1.211  1.834  -0.22
C  -3.925  -0.629  2.296  0.02
F  -4.056  0.709  2.160  -0.24
C  -2.716  -1.088  1.472  1.08
F  -2.835  -0.650  0.207  -0.31
F  -1.646  -0.439  2.044  -0.33
C  -2.360  -2.579  1.507  -0.93
O  -2.823  -3.327  0.401  -0.37
C  -4.001  -4.006  0.430  0.78
F  -4.640  -3.879  1.601  -0.29
F  -3.729  -5.328  0.269  -0.30
C  -4.903  -3.608  -0.748  0.28
F  -5.206  -2.301  -0.677  -0.24
F  -6.052  -4.322  -0.658  -0.27
H  -3.794  -0.868  3.353  0.32
H  -1.274  -2.610  1.436  0.42
H  -2.658  -3.020  2.459  0.34
H  -4.414  -3.832  -1.695  0.23
F  -7.689  -6.806  -3.831  -0.23
C  -6.777  -5.960  -3.311  0.12
F  -7.204  -4.696  -3.510  -0.26
C  -5.438  -6.144  -4.033  0.91
F  -5.565  -5.805  -5.326  -0.27
F  -4.594  -5.232  -3.441  -0.28
C  -4.737  -7.500  -3.886  -0.86
O  -4.923  -8.390  -4.967  -0.39
C  -5.898  -9.340  -4.961  0.83
F  -6.634  -9.310  -3.841  -0.29
F  -5.301  -10.556  -5.013  -0.31
C  -6.785  -9.237  -6.214  0.18
F  -7.384  -8.033  -6.257  -0.22
F  -7.740  -10.188  -6.149  -0.25
H  -6.675  -6.141  -2.239  0.29
H  -3.673  -7.268  -3.889  0.44
H  -4.988  -7.955  -2.927  0.34
H  -6.181  -9.383  -7.110  0.25

Summary:
Electronic energy (eV): -144707.57887
M (g mol⁻¹): 1138.53
HOMO-LUMO gap (eV): 10.36
Structure (SMILES): O=S1(=O)C[C@H](CCCO)[C@H](O)CO1.FC(F)C(F)(F)COC(F)(F)C(F)F.FC(F)C(F)(F)COC(F)(F)C(F)F.FC(F)C(F)(F)COC(F)(F)C(F)F.FC(F)C(F)(F)COC(F)(F)C(F)F
HOMO (eV): -10.14
Largest force on an atom (eV/A): 0.57

---

No. 3
The following is a DFT calculation (ωB97M-V with the def2-TZVPD basis set) of a cluster of 8 separate species, C27H30F5N3O15 in total at a distorted geometry.

Last column: Mulliken charge in e.
Element x y z (Å)
O  -13.001  -13.244  -8.369  -0.40
C  -13.796  -14.038  -8.784  0.42
O  -13.671  -14.836  -9.853  -0.36
C  -14.950  -15.504  -9.987  -0.48
C  -15.785  -15.134  -8.743  0.25
F  -15.770  -16.130  -7.767  -0.40
O  -15.110  -14.060  -8.288  0.02
H  -15.511  -15.157  -10.836  0.20
H  -14.720  -16.528  -10.191  0.38
H  -16.798  -14.805  -8.926  0.34
O  -15.918  -11.340  -2.671  -0.53
C  -15.367  -11.978  -3.495  0.61
O  -15.935  -12.872  -4.303  -0.42
C  -15.044  -13.302  -5.360  0.11
C  -13.870  -12.264  -5.154  0.84
F  -13.987  -11.243  -6.032  -0.25
O  -14.102  -11.765  -3.890  -0.39
H  -14.769  -14.350  -5.198  0.25
H  -15.581  -13.164  -6.315  -0.07
H  -12.884  -12.648  -5.251  -0.10
O  -9.120  -7.428  -8.369  -0.51
C  -9.106  -7.465  -9.549  0.81
O  -9.659  -6.538  -10.376  -0.34
C  -9.519  -6.842  -11.722  -0.26
C  -8.564  -8.096  -11.700  0.29
F  -7.349  -7.764  -12.206  -0.31
O  -8.530  -8.420  -10.313  -0.35
H  -10.496  -7.075  -12.171  0.17
H  -9.092  -5.984  -12.245  0.33
H  -8.889  -9.011  -12.259  0.25
O  -12.309  -8.191  -11.116  -0.67
C  -12.503  -7.710  -10.019  0.77
O  -11.946  -8.178  -8.900  -0.26
C  -12.518  -7.426  -7.766  -0.29
C  -13.360  -6.347  -8.424  0.25
F  -12.665  -5.121  -8.335  -0.32
O  -13.397  -6.708  -9.760  -0.39
H  -12.982  -8.114  -7.097  0.24
H  -11.671  -7.048  -7.238  0.29
H  -14.346  -6.127  -8.102  0.32
O  -17.288  -13.321  -10.624  -0.74
C  -16.970  -12.156  -10.445  0.68
O  -17.625  -11.237  -9.779  -0.26
C  -17.157  -9.938  -10.141  -0.46
C  -15.740  -10.278  -10.646  0.20
F  -14.882  -10.134  -9.578  -0.26
O  -15.783  -11.621  -10.978  -0.26
H  -17.753  -9.615  -10.944  0.40
H  -16.988  -9.310  -9.220  0.25
H  -15.294  -9.729  -11.470  0.40
C  -10.055  -12.435  -5.358  -0.42
C  -9.642  -11.066  -5.388  -0.97
C  -10.043  -10.573  -6.612  -0.34
N  -10.614  -11.552  -7.326  0.20
C  -10.599  -12.737  -6.595  -0.84
H  -9.927  -13.183  -4.615  0.49
H  -9.327  -10.469  -4.600  0.47
H  -9.912  -9.630  -7.151  0.51
H  -10.968  -11.396  -8.311  0.27
H  -11.008  -13.598  -7.033  0.66
C  -19.513  -10.146  -7.064  -0.15
C  -18.993  -8.955  -6.490  -0.73
C  -18.176  -9.356  -5.462  -0.46
N  -18.202  -10.697  -5.379  0.09
C  -19.058  -11.196  -6.340  -0.56
H  -20.150  -10.261  -7.973  0.40
H  -19.249  -7.955  -6.820  0.43
H  -17.526  -8.733  -4.899  0.43
H  -17.686  -11.240  -4.704  0.18
H  -19.340  -12.264  -6.461  0.37
C  -18.340  -10.164  -14.298  -0.33
C  -19.575  -10.366  -13.677  -0.52
C  -19.376  -11.470  -12.893  -0.45
N  -18.068  -11.968  -13.122  0.02
C  -17.422  -11.169  -14.024  -0.68
H  -18.183  -9.263  -14.906  0.36
H  -20.451  -9.781  -13.720  0.47
H  -20.077  -11.998  -12.284  0.41
H  -17.777  -12.854  -12.785  0.25
H  -16.463  -11.350  -14.420  0.47

Summary:
Electronic energy (eV): -77255.58188
M (g mol⁻¹): 731.53
HOMO-LUMO gap (eV): 8.32
Structure (SMILES): O=C1OC[C@@H](F)O1.O=C1OC[C@@H](F)O1.O=C1OC[C@@H](F)O1.O=C1OC[C@@H](F)O1.O=C1OC[C@@H](F)O1.c1cc[nH]c1.c1cc[nH]c1.c1cc[nH]c1
HOMO (eV): -8.01
Largest force on an atom (eV/A): 2.73

---

No. 4
The following is a DFT calculation (ωB97M-V with the def2-TZVPD basis set) of a structure of composition C27H30N2NiO4P.

Last column: Löwdin spin population.
Element x y z (Å)
Ni  0.247  -1.492  -0.343  1.49
C  5.635  -1.809  -0.954  0.00
N  4.344  -2.439  -0.703  0.00
C  4.239  -3.895  -0.581  0.00
C  3.223  -1.736  -0.588  0.00
O  2.137  -2.289  -0.372  0.03
C  3.313  -0.223  -0.755  0.00
O  2.089  0.365  -0.378  0.01
C  1.583  1.353  -1.244  0.00
C  0.609  0.734  -2.247  0.01
O  0.243  -0.444  -2.103  0.03
N  0.195  1.476  -3.268  0.00
C  -0.712  0.914  -4.263  0.00
C  0.539  2.876  -3.454  0.00
H  6.391  -2.583  -1.034  0.00
H  5.923  -1.146  -0.137  0.00
H  5.633  -1.248  -1.889  0.00
H  5.215  -4.334  -0.760  0.00
H  3.526  -4.282  -1.307  0.00
H  3.893  -4.169  0.414  0.00
H  3.563  -0.008  -1.799  0.00
H  4.117  0.180  -0.133  0.00
H  2.391  1.871  -1.766  0.00
H  1.048  2.083  -0.631  0.00
H  -0.773  -0.161  -4.134  0.00
H  -0.337  1.145  -5.259  0.00
H  -1.707  1.350  -4.153  0.00
H  0.976  3.306  -2.558  0.00
H  -0.371  3.434  -3.674  0.00
H  1.230  2.999  -4.290  0.00
O  -1.246  -3.712  -1.087  0.10
C  -1.309  -2.693  -0.443  0.14
C  -2.622  -2.239  0.158  0.04
C  -3.800  -2.966  0.015  0.00
C  -4.980  -2.463  0.532  0.00
C  -4.995  -1.229  1.178  0.00
C  -3.828  -0.500  1.327  0.00
C  -2.631  -1.016  0.828  0.00
P  -1.049  -0.148  0.993  0.07
C  -0.632  -0.109  2.753  0.01
C  -1.471  -0.623  3.737  0.01
C  -1.075  -0.600  5.068  0.00
C  0.154  -0.064  5.422  0.00
C  0.999  0.441  4.443  0.00
C  0.615  0.407  3.113  0.01
C  -1.482  1.554  0.530  0.01
C  -1.192  2.665  1.316  0.01
C  -1.518  3.940  0.869  0.00
C  -2.142  4.113  -0.357  0.01
C  -2.445  3.005  -1.141  0.00
C  -2.110  1.734  -0.704  0.01
H  -3.765  -3.911  -0.512  0.00
H  -5.899  -3.024  0.424  0.00
H  -5.925  -0.834  1.566  0.00
H  -3.846  0.463  1.823  0.00
H  -2.429  -1.048  3.472  0.00
H  -1.728  -1.004  5.829  0.00
H  0.456  -0.048  6.460  0.00
H  1.963  0.851  4.714  0.00
H  1.286  0.785  2.349  0.00
H  -0.721  2.539  2.283  0.00
H  -1.299  4.798  1.491  0.00
H  -2.408  5.105  -0.695  0.00
H  -2.961  3.135  -2.084  0.00
H  -2.368  0.870  -1.309  0.00

Summary:
2S+1: 3
Total charge: +1
Electronic energy (eV): -89983.02479
M (g mol⁻¹): 536.21
HOMO-LUMO gap (alpha / beta) (eV): 7.29 / 8.23
HOMO (alpha / beta) (eV): -9.33 / -10.52
Largest force on an atom (eV/A): 0.44
<S²>: 2.01